No. 1
The following is a quantum chemistry calculation of a structure of composition C29H66F3NbO6P3 in a non-equilibrium geometry, from OMol25.

Summary:
Charge ... -1
Highest occupied orbital energy ... -4.9860 eV
Frontier orbital gap ... 6.016 eV
E_LUMO ... 1.03 eV
Spin multiplicity ... 1

Geometry (Å):
C: 8.6708 0.8776 0.9155
C: 8.7734 -0.7403 0.5953
C: 9.7316 -1.0859 -0.7210
C: 8.9216 -2.0122 -1.8325
C: 8.2747 -0.9715 -2.9477
C: 6.7017 -0.6647 -2.4916
C: 6.3932 0.9461 -2.3026
C: 5.0749 1.3367 -3.2456
C: 3.6407 0.8374 -2.5565
C: 2.7358 2.1296 -2.1102
C: 1.1624 2.0658 -2.6488
C: 0.2974 3.0254 -1.6405
C: -0.6734 4.1198 -2.3839
C: -1.7650 3.4566 -3.4129
C: -3.1217 3.0649 -2.5266
C: -2.9626 1.5117 -1.9463
Nb: -4.9199 0.3525 -1.8349
C: -4.9010 0.4277 0.4882
C: -5.8589 -0.7120 1.1743
C: -5.5091 -0.9848 2.7768
F: -5.5367 -2.4465 3.1123
F: -6.5732 -0.3342 3.6271
F: -4.2106 -0.4051 3.1983
C: -3.9039 -1.6833 -1.7277
C: -2.1706 -1.4639 -1.3702
C: -1.1417 -1.6016 -2.7620
O: -1.2745 -2.7289 -1.5719
P: -7.1785 -0.9347 -1.8435
O: -6.8821 -2.4828 -1.6288
P: -6.3516 2.5120 -1.7098
O: -7.1656 2.6079 -3.0605
P: -4.9400 0.3721 -4.4189
C: -5.5985 -1.3191 -5.1071
O: -3.2605 0.3936 -4.9138
H: 7.5296 1.2159 0.8405
H: 9.0002 1.0307 2.0475
H: 9.3167 1.5432 0.1991
H: 7.7085 -1.1811 0.3758
H: 9.2398 -1.2436 1.5648
H: 10.7198 -1.6036 -0.3313
H: 10.0626 -0.0400 -1.1596
H: 9.7093 -2.7490 -2.3246
H: 8.0675 -2.6742 -1.3363
H: 8.9057 0.0197 -3.0773
H: 8.2626 -1.5144 -4.0025
H: 6.4387 -1.2131 -1.4662
H: 5.9253 -1.0700 -3.3027
H: 7.2983 1.6320 -2.6038
H: 6.1560 1.1513 -1.1516
H: 5.1229 2.5113 -3.3685
H: 5.2407 0.7648 -4.2784
H: 3.0926 0.1086 -3.2950
H: 3.9639 0.1870 -1.6151
H: 2.6835 2.1713 -0.9265
H: 3.2308 3.1510 -2.4405
H: 0.8127 0.9450 -2.4703
H: 1.0597 2.3158 -3.7883
H: -0.3336 2.3988 -0.8636
H: 1.0781 3.6542 -0.9929
H: -1.2917 4.6857 -1.5406
H: -0.0467 4.9210 -2.9793
H: -2.0988 4.2946 -4.1950
H: -1.3613 2.5544 -4.0495
H: -3.3278 3.8105 -1.6468
H: -4.0093 3.0681 -3.3151
H: -2.1309 1.0160 -2.6447
H: -2.4663 1.6142 -0.8694
H: -5.3385 1.4836 0.8315
H: -3.7758 0.3915 0.8059
H: -6.9657 -0.3019 1.1554
H: -5.8214 -1.7581 0.6472
H: -4.2735 -2.3149 -0.7847
H: -3.9143 -2.3032 -2.7230
H: -1.8613 -0.6139 -0.5009
H: -1.6401 -2.1745 -3.6747
H: -0.0193 -1.2795 -2.6848
H: -8.0593 -0.4649 -0.7702
H: -7.8102 -0.7555 -3.1300
H: -5.5834 3.6819 -1.3712
H: -7.3183 2.3398 -0.6187
H: -5.2822 -1.3692 -6.2545
H: -5.0428 -2.2398 -4.5958
H: -6.7593 -1.3318 -4.9597
H: -3.1505 0.6909 -5.8641
C: -2.0973 2.0487 4.6810
C: -0.9978 1.0245 4.9125
C: -1.3362 0.1005 6.0714
O: 0.2263 1.7002 5.1892
H: -2.2346 2.6829 5.5641
H: -1.8346 2.7146 3.8520
H: -3.0492 1.5605 4.4500
H: -0.8475 0.4336 4.0024
H: -1.4465 0.6655 7.0039
H: -0.5306 -0.6234 6.2345
H: -2.2653 -0.4461 5.8822
H: 0.1022 2.2274 5.9958
C: -0.3491 -5.4418 6.4405
C: -0.2846 -3.9978 6.9116
C: -1.6609 -3.4779 7.2951
O: 0.2540 -3.1854 5.8717
H: -0.9839 -5.5365 5.5524
H: 0.6466 -5.7987 6.1561
H: -0.7449 -6.0954 7.2241
H: 0.3905 -3.9205 7.7707
H: -2.3424 -3.5029 6.4373
H: -1.6012 -2.4338 7.6204
H: -2.0961 -4.0726 8.1044
H: -0.3391 -3.2478 5.1046

***

No. 2
The following is a quantum chemistry calculation of a structure of composition C29H67CsN5O4PSSi5Te in a non-equilibrium geometry, from OMol25.

Summary:
Charge ... -2
Highest occupied orbital energy ... -1.5315 eV
Frontier orbital gap ... 5.128 eV
E_LUMO ... 3.60 eV
Spin multiplicity ... 1
Energy above the lowest of the compared OMol25 structures with the same formula, charge and spin ... 13.4 kcal per mole

Geometry (Å):
Cs: -0.4976 -0.2451 0.5722
C: 2.4130 -2.8161 -4.1229
C: 3.1852 -2.4271 -2.9199
N: 4.4807 -2.4442 -2.8027
N: 4.6922 -2.0083 -1.5247
C: 3.5641 -1.7149 -0.8411
S: 3.3618 -1.2084 0.7263
N: 2.5978 -1.9933 -1.7681
N: 1.2418 -1.7635 -1.5155
H: 3.1049 -3.1323 -4.8997
H: 1.8197 -1.9757 -4.4830
H: 1.7264 -3.6343 -3.8957
H: 5.6204 -1.9266 -1.1550
H: 0.7073 -2.0914 -2.3112
H: 0.9868 -2.3429 -0.7065
C: -0.0018 3.9978 -1.5970
Si: -0.4948 4.1978 0.2175
C: -0.5442 6.0891 0.4783
C: -2.2975 3.6358 0.2907
C: 0.6213 3.3429 1.3504
Si: 2.3444 3.1084 0.8322
C: 3.4387 2.2706 2.1341
C: 3.2593 4.7442 0.4731
C: 2.6351 2.1098 -0.7554
Si: 0.3360 3.5533 3.1147
C: -1.4295 4.0295 3.6176
C: 1.4154 4.8455 3.9950
C: 0.5629 1.9353 4.1298
C: 1.6321 1.6699 4.9803
C: 1.7913 0.4135 5.5404
C: 0.8662 -0.5679 5.2466
C: -0.2125 -0.2259 4.4421
N: -0.3754 0.9821 3.9174
H: -0.7469 4.5022 -2.2222
H: 0.0095 2.9446 -1.8881
H: 0.9776 4.4224 -1.8257
H: -1.2128 6.6024 -0.2218
H: 0.4637 6.4950 0.3527
H: -0.8709 6.3323 1.4938
H: -2.8561 3.9423 -0.5986
H: -2.8211 4.0306 1.1641
H: -2.3457 2.5443 0.3366
H: 3.5540 2.8930 3.0248
H: 4.4360 2.0972 1.7197
H: 3.0431 1.3022 2.4433
H: 3.2324 5.3815 1.3630
H: 2.7662 5.2905 -0.3372
H: 4.3067 4.5905 0.1916
H: 1.9731 1.2489 -0.8695
H: 3.6557 1.7150 -0.7617
H: 2.5043 2.7347 -1.6407
H: -1.6979 5.0312 3.2738
H: -1.5221 4.0030 4.7076
H: -2.1538 3.3264 3.2022
H: 1.1706 5.8222 3.5673
H: 2.4806 4.6761 3.8215
H: 1.2467 4.8888 5.0760
H: 2.3668 2.4445 5.1624
H: 2.6450 0.1928 6.1713
H: 0.9703 -1.5843 5.6020
H: -0.9602 -0.9709 4.1855
C: 3.6758 -5.2202 -0.1782
C: 2.2986 -5.7376 0.1852
O: 1.3578 -4.6756 0.0624
P: 0.2713 -4.2540 1.1985
O: -0.1746 -2.8969 0.7779
Te: 1.1628 -4.5637 3.3823
O: -0.9649 -5.2559 0.9300
C: -1.2548 -6.4580 1.6233
C: -0.6727 -7.6642 0.9143
H: 4.4189 -6.0187 -0.1029
H: 3.9478 -4.4157 0.5056
H: 3.6868 -4.8384 -1.2009
H: 2.2980 -6.1161 1.2113
H: 1.9930 -6.5462 -0.4880
H: -2.3444 -6.5219 1.6584
H: -0.8727 -6.3918 2.6452
H: -0.9957 -7.6945 -0.1273
H: -1.0043 -8.5782 1.4126
H: 0.4185 -7.6388 0.9420
C: -4.0274 0.8171 3.0873
O: -2.7936 0.4661 2.5142
H: -4.1819 1.9022 3.1031
H: -4.1304 0.4391 4.1126
H: -4.8148 0.3768 2.4758
H: -2.0513 0.9271 2.9645
C: 0.6126 0.5644 -4.0445
Si: -1.1962 -0.0192 -3.9729
C: -1.2482 -1.9077 -4.2751
C: -1.8445 0.6387 -5.6506
C: -2.0916 0.4540 -2.5005
Si: -3.7019 -0.2387 -2.1092
C: -4.9388 -0.3624 -3.5643
C: -3.6420 -2.0323 -1.4719
C: -4.6376 0.7112 -0.7654
H: 1.0795 0.2750 -4.9927
H: 1.2294 0.2067 -3.2156
H: 0.6362 1.6584 -3.9973
H: -0.6491 -2.1874 -5.1487
H: -2.2826 -2.1880 -4.4933
H: -0.9448 -2.5222 -3.4261
H: -1.2504 0.2951 -6.5058
H: -1.8195 1.7326 -5.6407
H: -2.8838 0.3362 -5.8064
H: -1.9253 1.4945 -2.2082
H: -4.5618 -1.0404 -4.3364
H: -5.0745 0.6186 -4.0286
H: -5.9180 -0.7359 -3.2432
H: -3.1291 -2.6856 -2.1816
H: -4.6433 -2.4408 -1.2993
H: -3.0915 -2.0930 -0.5275
H: -4.9389 1.7035 -1.1138
H: -4.0198 0.8532 0.1239
H: -5.5368 0.1621 -0.4677